1.
{
  "formula": "C119H129Cl10N7O13",
  "method": "wB97M-V/def2-TZVPD",
  "species": ["C", "N", "C", "C", "C", "C", "C", "C", "C", "C", "N", "C", "C", "C", "H", "H", "H", "H", "H", "H", "H", "H", "H", "H", "H", "H", "H", "H", "C", "C", "C", "C", "N", "C", "C", "C", "C", "C", "H", "H", "H", "H", "H", "H", "H", "H", "H", "H", "H", "H", "H", "H", "H", "H", "H", "H", "H", "H", "C", "O", "H", "H", "H", "C", "O", "H", "H", "H", "O", "H", "Cl", "C", "C", "Cl", "H", "H", "H", "H", "Cl", "C", "C", "Cl", "H", "H", "H", "H", "Cl", "C", "C", "Cl", "H", "H", "H", "H", "Cl", "C", "C", "Cl", "H", "H", "H", "H", "Cl", "C", "C", "Cl", "H", "H", "H", "H", "C", "C", "C", "C", "N", "H", "H", "H", "H", "H", "H", "H", "C", "C", "C", "C", "N", "H", "H", "H", "H", "H", "H", "H", "C", "C", "C", "C", "N", "H", "H", "H", "H", "H", "H", "H", "C", "C", "C", "C", "N", "H", "H", "H", "H", "H", "H", "H", "C", "C", "C", "C", "C", "C", "C", "O", "C", "C", "C", "C", "C", "C", "C", "O", "H", "H", "H", "H", "H", "H", "H", "H", "C", "C", "C", "C", "C", "C", "C", "O", "C", "C", "C", "C", "C", "C", "C", "O", "H", "H", "H", "H", "H", "H", "H", "H", "C", "C", "C", "C", "C", "C", "C", "O", "C", "C", "C", "C", "C", "C", "C", "O", "H", "H", "H", "H", "H", "H", "H", "H", "C", "C", "C", "C", "C", "C", "C", "O", "C", "C", "C", "C", "C", "C", "C", "O", "H", "H", "H", "H", "H", "H", "H", "H", "C", "C", "C", "C", "C", "C", "C", "O", "C", "C", "C", "C", "C", "C", "C", "O", "H", "H", "H", "H", "H", "H", "H", "H"],
  "coordinates": [[33.45473, 19.36100, 0.22904], [32.25728, 19.64755, -0.47119], [31.08712, 19.13983, 0.05270], [29.93782, 19.42522, -0.71839], [29.97258, 20.25499, -1.83855], [31.21506, 20.80736, -2.25148], [32.34523, 20.51477, -1.46064], [28.75133, 20.70329, -2.45660], [27.67651, 21.40395, -1.84598], [26.59082, 21.91311, -2.57070], [26.58044, 21.71858, -3.93515], [27.55111, 21.04263, -4.54957], [28.69416, 20.45390, -3.82142], [25.37773, 22.16243, -4.62224], [33.72850, 20.14816, 0.93156], [34.26587, 19.09005, -0.44679], [33.30177, 18.52970, 0.91726], [31.12520, 18.56045, 0.96334], [29.01136, 18.98061, -0.38614], [31.21032, 21.60723, -2.97714], [33.35292, 20.83692, -1.67788], [27.79348, 21.53467, -0.78032], [25.75867, 22.41175, -2.09606], [27.58086, 21.09107, -5.62807], [29.54882, 20.01731, -4.31673], [24.76780, 22.72447, -3.91499], [24.87427, 21.23992, -4.91136], [25.58184, 22.75490, -5.51410], [22.72966, 12.68718, -5.25198], [23.32514, 14.09750, -5.12977], [22.35566, 15.27359, -5.00024], [23.12232, 16.60391, -5.32803], [22.25074, 17.91551, -5.34902], [21.51107, 17.94140, -6.73204], [22.63914, 18.49478, -7.68090], [23.46906, 19.47169, -6.81236], [23.10168, 19.20944, -5.37959], [21.19757, 17.90763, -4.27352], [21.92832, 12.56742, -4.52287], [23.48666, 11.91113, -5.13887], [22.23116, 12.45111, -6.19212], [24.11754, 14.25614, -5.86122], [23.83086, 14.15384, -4.16583], [22.01065, 15.23563, -3.96698], [21.44336, 15.23824, -5.59568], [23.54644, 16.50049, -6.32679], [23.87666, 16.90115, -4.59952], [20.70408, 18.66971, -6.65184], [21.24641, 16.94440, -7.08427], [22.23216, 19.06579, -8.51541], [23.27228, 17.68271, -8.03836], [23.47946, 20.49664, -7.18312], [24.52381, 19.24965, -6.97451], [22.53115, 20.03655, -4.95710], [23.99796, 19.08654, -4.77158], [21.73101, 17.89728, -3.32303], [20.60999, 16.99092, -4.22365], [20.47925, 18.71495, -4.41621], [34.99218, 17.78164, -3.59097], [35.03329, 19.09906, -3.18021], [34.09967, 17.20093, -3.35795], [35.06965, 17.66269, -4.67169], [35.65043, 17.12241, -3.02508], [22.14262, 20.87746, -1.72153], [23.29105, 20.99227, -2.48291], [22.23721, 20.40351, -0.74453], [21.84045, 21.90639, -1.52636], [21.26466, 20.50105, -2.24650], [26.15482, 21.02130, -7.40074], [25.96869, 21.45736, -8.25498], [26.97731, 17.51594, -0.22293], [25.57700, 18.07531, -1.19755], [24.26630, 17.44408, -0.80010], [24.09364, 15.79732, -1.18944], [25.79737, 18.01326, -2.26323], [25.55264, 19.13650, -0.94976], [23.41510, 17.94561, -1.26056], [24.18586, 17.61512, 0.27339], [28.29761, 25.29429, -7.85425], [27.83962, 23.69517, -8.14074], [29.02051, 22.65199, -7.91180], [29.73525, 22.87883, -6.26077], [27.58668, 23.60100, -9.19680], [27.01315, 23.48591, -7.46159], [29.83073, 22.71562, -8.63816], [28.65879, 21.62605, -7.84330], [31.00457, 23.06184, 1.68502], [32.68317, 23.37000, 1.49639], [33.07156, 24.68710, 2.16125], [34.78376, 25.07412, 1.66155], [32.94475, 23.39374, 0.43851], [33.21265, 22.55006, 1.98160], [33.08399, 24.57279, 3.24517], [32.47051, 25.50547, 1.76488], [33.00481, 17.51008, -8.08667], [33.15717, 18.68801, -6.76595], [32.38000, 20.01191, -6.76709], [30.59162, 19.71852, -6.67707], [34.23067, 18.81679, -6.62769], [33.01433, 18.18508, -5.80952], [32.55437, 20.66605, -7.62138], [32.67874, 20.72987, -6.00329], [37.74966, 18.51514, 0.90257], [37.85654, 19.37280, -0.67167], [38.97112, 20.36724, -0.58242], [40.54349, 19.42482, -0.59190], [36.86358, 19.65543, -1.02129], [38.05734, 18.61758, -1.43156], [38.85752, 21.00018, 0.29769], [38.93535, 20.92321, -1.51928], [38.09575, 25.13521, -0.31338], [36.71966, 25.32964, -1.01134], [36.22666, 24.06004, -1.67337], [35.73177, 23.02035, -0.72902], [35.42064, 22.11248, -0.08159], [37.97858, 24.37002, 0.45399], [38.33845, 26.08107, 0.17091], [38.92937, 24.73131, -0.88786], [36.94199, 26.06047, -1.78887], [35.91716, 25.80946, -0.45110], [37.06908, 23.55592, -2.14696], [35.44609, 24.33477, -2.38283], [30.67488, 15.11900, 4.24625], [30.24102, 14.04501, 3.20278], [29.87510, 14.52145, 1.77262], [30.93363, 15.34996, 1.19469], [31.78555, 16.06736, 0.76011], [31.50217, 15.53066, 3.66813], [31.15351, 14.73906, 5.14883], [29.91470, 15.85381, 4.51133], [29.43603, 13.44504, 3.62718], [31.06745, 13.33467, 3.17975], [29.09441, 15.28208, 1.76413], [29.70653, 13.64344, 1.14909], [33.52733, 19.89862, 7.34524], [32.27081, 19.69367, 6.60004], [32.27189, 18.53530, 5.57821], [33.07744, 18.87792, 4.39205], [33.64262, 19.17229, 3.45541], [33.27201, 20.83905, 7.83360], [34.41994, 20.08128, 6.74692], [33.80669, 19.14101, 8.07742], [31.91751, 20.65143, 6.21797], [31.52572, 19.44805, 7.35676], [31.27720, 18.24279, 5.24185], [32.77805, 17.67101, 6.00821], [26.36358, 15.72347, 4.35123], [26.66390, 17.09203, 4.91109], [26.97555, 18.19594, 3.84396], [28.22315, 18.08121, 3.08848], [29.25336, 17.90298, 2.50818], [25.78047, 15.85234, 3.43938], [25.89149, 15.15599, 5.15323], [27.12700, 15.11236, 3.86974], [27.53935, 17.05868, 5.55960], [25.80937, 17.49216, 5.45679], [27.13195, 19.13453, 4.37564], [26.16378, 18.17689, 3.11679], [30.92381, 16.29704, -4.28728], [30.62106, 15.81363, -5.61195], [30.43697, 14.46103, -5.74581], [30.71297, 13.53768, -4.70227], [31.11212, 14.09418, -3.43319], [31.21350, 15.46719, -3.23679], [31.44021, 13.12031, -2.33840], [31.75898, 13.58260, -1.25315], [31.54164, 11.65802, -2.74897], [31.99711, 10.74276, -1.80822], [32.15601, 9.40840, -2.11904], [31.74627, 8.91618, -3.38967], [31.39648, 9.79606, -4.39240], [31.26151, 11.15086, -4.06936], [30.54239, 12.09869, -5.01664], [30.02501, 11.73987, -6.08378], [30.92891, 17.37289, -4.19280], [30.47660, 16.60863, -6.32854], [30.18085, 14.10944, -6.73434], [31.56412, 15.80996, -2.27451], [32.28886, 10.99038, -0.79828], [32.64082, 8.69762, -1.46623], [31.97194, 7.87032, -3.53677], [31.21983, 9.39214, -5.37832], [26.72558, 17.76895, -9.09707], [26.67552, 16.59710, -9.78412], [26.81281, 15.42020, -9.10355], [26.88541, 15.34946, -7.66703], [26.99869, 16.56758, -6.90928], [26.93755, 17.73487, -7.71888], [27.19484, 16.60456, -5.41867], [27.31461, 17.65657, -4.79968], [27.18979, 15.24416, -4.71389], [27.09505, 15.22016, -3.33054], [27.17059, 14.00518, -2.64865], [27.18303, 12.84645, -3.30642], [26.99670, 12.87180, -4.67010], [27.09343, 14.04427, -5.44910], [26.93146, 14.04725, -6.95673], [26.68384, 12.95435, -7.52128], [26.52868, 18.70455, -9.59934], [26.43798, 16.54988, -10.83662], [26.62261, 14.49535, -9.62782], [26.97048, 18.67404, -7.18665], [27.15536, 16.17624, -2.83187], [27.23304, 13.92754, -1.57326], [26.97416, 11.90751, -2.81533], [26.80698, 12.01724, -5.30267], [23.36151, 25.69584, -2.28106], [23.18322, 24.68347, -1.28764], [22.03096, 24.64181, -0.47655], [21.14499, 25.72682, -0.52584], [21.42784, 26.88084, -1.35187], [22.56129, 26.80354, -2.21646], [20.59385, 28.13321, -1.21426], [20.85980, 29.20582, -1.75959], [19.45577, 28.07569, -0.18877], [18.73365, 29.23087, 0.07896], [17.77736, 29.31064, 1.05854], [17.42042, 28.17632, 1.83993], [18.08411, 26.95278, 1.50033], [19.15570, 26.92903, 0.53960], [19.93562, 25.67538, 0.29404], [19.55630, 24.65534, 0.83973], [24.22556, 25.64594, -2.92706], [23.99361, 23.97357, -1.21198], [21.91966, 23.87469, 0.27547], [22.92127, 27.65465, -2.77540], [18.91026, 30.12128, -0.50618], [17.36893, 30.27253, 1.33122], [16.62664, 28.22561, 2.57061], [17.81857, 26.02783, 1.99060], [32.13782, 27.13088, -1.36431], [32.37975, 28.24176, -2.19097], [32.85299, 28.01035, -3.43652], [33.09624, 26.66723, -3.90899], [32.84930, 25.59190, -3.05473], [32.44706, 25.84294, -1.74446], [33.11694, 24.18295, -3.51954], [32.85730, 23.17464, -2.84526], [33.78186, 24.02737, -4.82049], [34.41747, 22.79905, -5.05974], [35.10675, 22.54330, -6.26257], [35.12649, 23.56619, -7.20830], [34.64092, 24.84511, -6.93786], [34.01179, 25.09688, -5.71735], [33.56342, 26.51485, -5.37903], [33.45957, 27.42898, -6.16787], [31.95520, 27.18341, -0.30115], [32.13475, 29.25710, -1.91626], [33.04816, 28.96334, -3.90570], [32.21700, 25.12220, -0.97374], [34.44102, 21.98909, -4.34573], [35.47947, 21.53715, -6.38558], [35.52083, 23.29262, -8.17580], [34.85125, 25.69714, -7.56731], [15.71029, 26.82154, -8.10689], [15.67630, 27.29520, -6.80010], [16.71880, 27.10384, -5.89874], [17.87087, 26.42875, -6.34598], [17.88831, 25.85104, -7.70862], [16.86934, 26.15293, -8.61367], [18.99734, 24.98372, -8.14983], [19.08613, 24.53541, -9.27652], [20.17709, 24.74439, -7.17040], [21.23836, 23.84078, -7.45029], [22.27266, 23.46216, -6.54744], [22.07088, 23.89363, -5.25363], [21.00903, 24.74973, -4.90172], [20.11966, 25.25391, -5.86582], [19.03964, 26.20981, -5.43223], [19.06515, 26.68537, -4.27721], [14.78125, 27.04674, -8.60946], [14.86755, 27.94557, -6.50122], [16.55341, 27.28462, -4.84690], [16.80094, 25.83420, -9.64329], [21.18733, 23.53997, -8.48630], [23.21111, 23.00874, -6.83048], [22.70458, 23.52457, -4.46077], [20.90098, 24.91608, -3.84010]],
  "lowdin_charge": [-0.044, -0.068, 0.033, 0.027, -0.160, 0.081, 0.009, -0.171, 0.049, 0.026, -0.050, 0.022, 0.042, -0.008, 0.068, 0.100, 0.063, 0.077, 0.033, 0.110, 0.118, 0.122, 0.113, 0.080, 0.055, 0.067, 0.083, 0.087, -0.085, -0.247, -0.180, -0.056, -0.213, -0.059, -0.128, -0.168, -0.093, 0.006, 0.072, 0.071, 0.071, 0.099, 0.096, 0.101, 0.108, 0.118, 0.125, 0.129, 0.122, 0.114, 0.096, 0.097, 0.074, 0.121, 0.118, 0.102, 0.091, 0.108, -0.431, -0.436, 0.017, 0.025, 0.037, -0.405, -0.428, 0.035, 0.022, 0.027, -0.448, -0.104, 0.597, -0.613, -0.727, 0.629, 0.061, 0.061, 0.059, 0.071, 0.594, -0.739, -0.576, 0.499, 0.071, 0.033, 0.067, 0.011, 0.602, -0.760, -0.579, 0.602, 0.034, 0.063, 0.073, 0.052, 0.554, -0.672, -0.562, 0.575, 0.060, 0.047, 0.068, 0.056, 0.506, -0.677, -0.632, 0.494, 0.046, 0.064, 0.065, 0.067, -0.092, -0.284, -0.166, -0.210, 0.188, 0.062, 0.072, 0.076, 0.104, 0.039, 0.124, 0.094, -0.101, -0.239, -0.168, -0.224, 0.179, 0.058, 0.071, 0.044, 0.093, 0.108, 0.088, 0.118, -0.125, -0.284, -0.163, -0.212, 0.180, 0.079, 0.081, 0.082, 0.114, 0.108, 0.100, 0.120, -0.099, -0.239, -0.176, -0.193, 0.182, 0.073, 0.081, 0.062, 0.103, 0.111, 0.119, 0.110, -0.041, -0.043, -0.017, -0.060, -0.071, -0.008, -0.258, 0.083, -0.053, -0.030, -0.057, -0.056, -0.012, -0.057, -0.272, 0.081, 0.092, 0.077, 0.119, 0.109, 0.117, 0.103, 0.102, 0.120, -0.052, -0.084, 0.001, -0.066, -0.056, -0.003, -0.262, 0.076, -0.087, -0.013, -0.081, -0.080, -0.006, -0.088, -0.258, 0.067, 0.113, 0.112, 0.115, 0.079, 0.078, 0.110, 0.118, 0.119, -0.075, -0.033, 0.005, -0.080, -0.041, -0.021, -0.243, 0.088, -0.081, -0.032, -0.072, -0.035, 0.020, -0.076, -0.300, 0.100, 0.105, 0.087, 0.118, 0.120, 0.117, 0.101, 0.095, 0.105, -0.054, -0.065, -0.009, -0.030, -0.086, -0.015, -0.270, 0.056, -0.094, 0.004, -0.038, -0.053, 0.001, -0.071, -0.252, 0.116, 0.099, 0.111, 0.119, 0.102, 0.114, 0.112, 0.106, 0.119, -0.049, -0.080, -0.002, -0.044, -0.070, 0.014, -0.276, 0.094, -0.065, 0.005, -0.039, -0.060, 0.014, -0.090, -0.247, 0.073, 0.101, 0.104, 0.119, 0.116, 0.103, 0.095, 0.084, 0.106],
  "gap_ev": 4.16
}



2.
{
  "formula": "C11H10AlClNS",
  "method": "wB97M-V/def2-TZVPD",
  "species": ["C", "C", "C", "H", "C", "C", "H", "H", "H", "H", "Al", "Cl", "C", "C", "C", "H", "C", "C", "H", "H", "H", "H", "S", "C", "N"],
  "coordinates": [[0.77627, -1.64269, 2.23480], [0.90683, -1.61433, 0.78512], [-0.37083, -1.88713, 0.23839], [1.85274, -1.66193, 0.24846], [-1.25428, -2.22877, 1.29455], [-0.60066, -1.94233, 2.52888], [-0.97797, -2.11054, 3.52598], [1.60968, -1.69126, 2.92802], [-0.59396, -1.86676, -0.82793], [-2.18495, -2.80294, 1.20253], [0.10484, 0.25153, 1.87043], [1.84642, 1.20739, 1.13270], [0.11644, 2.75056, -2.64368], [-1.11292, 2.11246, -2.98975], [-0.80278, 0.87704, -3.63502], [-2.10709, 2.51077, -2.82481], [0.61873, 0.75340, -3.69065], [1.18660, 1.91204, -3.07919], [2.24424, 2.13110, -2.99227], [0.22052, 3.71682, -2.16495], [-1.51841, 0.17318, -4.04419], [1.16867, -0.05952, -4.15090], [-0.98522, 0.96188, 3.76292], [-0.30041, 0.30440, 5.15322], [0.15752, -0.15437, 6.13736]],
  "lowdin_charge": [-0.278, -0.206, -0.099, 0.115, -0.103, -0.209, 0.098, 0.125, 0.114, 0.107, -0.030, 0.338, -0.229, -0.231, -0.235, 0.040, -0.229, -0.228, 0.045, 0.044, 0.040, 0.042, 0.671, -0.764, 0.062],
  "e_above_lowest_ev": 2.852,
  "gap_ev": 3.53,
  "total_charge": -1
}



3.
{
  "formula": "C11H10BFN2O3S",
  "method": "wB97M-V/def2-TZVPD",
  "species": ["O", "C", "N", "C", "N", "C", "C", "C", "C", "B", "O", "O", "C", "C", "S", "C", "C", "C", "F", "H", "H", "H", "H", "H", "H", "H", "H", "H", "H"],
  "coordinates": [[-0.41304, 3.48575, 1.43045], [0.66824, 3.05011, 1.21142], [1.12756, 1.80288, 0.76475], [0.42968, 0.67832, 0.40086], [0.98852, -0.34718, -0.12539], [0.07188, -1.34444, -0.34521], [0.49539, -2.65597, -0.79608], [-0.53812, -3.51033, -1.07462], [-1.87275, -3.27574, -0.73151], [-2.95408, -4.28342, -1.12753], [-3.65164, -4.02869, -2.35554], [-3.16105, -5.32283, -0.23299], [-2.31099, -2.05395, -0.28842], [-1.29036, -1.08670, -0.09221], [-1.26981, 0.56653, 0.60911], [1.82056, 4.08352, 1.42923], [2.25905, 5.05174, 0.36986], [3.25854, 3.99432, 0.83800], [3.47533, 2.85277, 0.19793], [2.09992, 1.66372, 0.67134], [1.51550, -2.90312, -0.91411], [-0.37297, -4.31061, -1.72664], [-4.31825, -4.72154, -2.58587], [-2.60772, -5.53850, 0.53258], [-3.26398, -1.76161, 0.02432], [1.69790, 4.61411, 2.34454], [1.70008, 4.85635, -0.55588], [2.29232, 6.09221, 0.68544], [4.12429, 4.35230, 1.44218]],
  "lowdin_charge": [0.102, -0.416, 0.132, -0.633, 0.101, -0.309, 0.026, -0.048, -0.132, -0.565, 0.127, 0.158, -0.017, -0.382, 1.104, -0.134, -0.043, -0.262, 0.030, 0.112, 0.098, 0.100, 0.115, 0.116, 0.104, 0.125, 0.124, 0.111, 0.154],
  "e_above_lowest_ev": 1.256,
  "gap_ev": 8.89,
  "smiles": "O=C(Nc1nc2ccc(B(O)O)cc2s1)[C@@H]1C[C@@H]1F"
}